No. 1
Computed, not measured: C4H5BF7O2Sn as an isolated structure, with ωB97M-V with the def2-TZVPD basis set.

The geometry in XYZ format:
```
20
Properties=species:S:1:pos:R:3:forces:R:3
Sn -1.993848 0.411477 1.050678 -3.31 1.81 1.69
F -3.737251 0.204869 -0.691040 3.50 -2.76 -1.35
F -3.934589 2.123453 0.200613 1.85 2.41 1.05
F 1.539809 -3.069719 -0.809931 -0.10 0.46 -0.49
F -5.740274 0.900164 -0.208593 -0.63 -0.18 0.50
F -0.467025 -2.706560 -1.597857 0.43 0.57 0.66
F -4.299609 0.303354 1.474732 0.63 -0.87 1.39
F -0.106625 -3.139524 0.501354 -0.80 0.37 0.55
O 1.816268 -0.597955 -0.123151 -2.83 -0.33 -0.26
O -0.435130 -0.319001 0.136320 2.77 -1.36 -2.23
C 3.527085 1.257655 -0.156465 0.27 -1.65 0.13
C 0.360547 -2.518840 -0.564916 0.90 -0.91 -0.76
C 0.543812 -1.002965 -0.217606 3.25 0.74 0.93
C 2.143166 0.813225 0.301780 0.20 1.50 -0.67
B -4.456478 0.887042 0.223743 -4.90 1.10 -1.23
H 2.100621 0.947714 1.382619 -0.45 -0.73 -0.01
H 1.469717 1.505283 -0.203819 -0.64 -0.43 0.23
H 3.604914 1.377081 -1.237107 -0.07 0.12 0.15
H 3.849031 2.149739 0.380770 -0.39 0.11 -0.13
H 4.215860 0.473508 0.157876 0.32 0.04 -0.16
```
Positions in Å, forces in eV/Å.

Results
**Orbital gap**: 9.55 eV
**Total charge**: +1
**Energy relative to the best compared isomer or geometry (same formula, charge and spin)**: 0.0 kcal/mol
**E_LUMO**: -6.33 eV
**Strongest force on any atom**: 5.2 eV/A

---

No. 2
Computed, not measured: a 3-piece molecular cluster, C8H20F5NO3P2 overall, with ωB97M-V with the def2-TZVPD basis set.

The geometry in XYZ format:
```
39
Properties=species:S:1:pos:R:3:forces:R:3
P 0.208332 -0.802687 -0.270148 0.82 1.01 -0.69
P -0.996539 -1.276716 1.484261 -0.05 -1.14 0.19
F -1.623274 -0.019916 3.669853 -0.21 -0.18 0.46
F -1.799932 1.274954 1.943863 -0.20 0.31 -0.17
F 0.168231 1.808573 3.795668 0.19 -0.07 -0.13
F 0.822959 1.538253 1.742495 0.01 0.01 0.14
F 1.190200 -0.010275 3.214981 0.07 -0.10 -0.01
O -0.117590 6.657200 1.199993 -0.23 0.11 0.02
O -0.619703 -4.291963 -3.910559 -0.17 -0.03 -0.12
O 0.648827 -2.338277 -0.784348 -0.67 0.22 0.30
N -0.863240 -0.320265 -1.518024 0.11 -1.10 0.48
C 0.395204 6.579212 3.562684 -0.04 0.14 0.01
C 0.142355 -5.462484 -4.200189 0.35 0.14 0.23
C -0.575516 4.588533 2.371780 -0.15 0.06 -0.12
C -0.529829 6.106427 2.451150 0.36 -0.21 0.05
C 0.323872 0.916763 2.809280 -0.14 0.28 0.18
C -1.051984 0.295349 2.491758 0.07 0.04 -0.62
C 1.402362 -5.094350 -4.969056 -0.06 0.04 -0.13
C 0.472699 -6.205792 -2.914623 -0.13 -0.06 0.04
H -2.343670 -1.354707 1.067310 -0.02 0.38 0.04
H -1.603836 -1.013717 -1.611227 -0.25 0.21 -0.09
H 1.026926 -7.123222 -3.117730 0.02 0.01 0.00
H 1.981943 -5.981128 -5.229235 0.01 0.00 0.01
H 1.148764 -4.562719 -5.886328 -0.02 -0.03 -0.01
H 0.415749 7.668364 3.606076 -0.04 0.00 0.00
H 2.034235 -4.433012 -4.369925 0.02 -0.06 0.06
H -1.534481 6.492192 2.627223 -0.02 0.07 -0.09
H 1.417736 6.238605 3.377889 -0.01 -0.08 0.01
H 0.769214 6.332607 1.016186 0.05 -0.02 -0.02
H -0.082008 -3.719644 -3.352202 0.03 -0.01 0.08
H -0.333363 -0.391701 -2.382297 0.00 0.42 -0.15
H 0.076157 6.197420 4.533547 0.01 -0.02 0.00
H -0.439833 -6.462052 -2.376062 -0.01 -0.02 -0.03
H 1.037395 -2.779072 -0.022926 0.28 -0.39 0.01
H -1.242321 4.267465 1.570991 -0.03 0.01 0.02
H -0.497403 -6.084782 -4.826611 -0.09 0.06 -0.01
H 1.076761 -5.575697 -2.256107 0.07 0.01 -0.05
H -0.922076 4.153988 3.308982 0.01 -0.01 0.02
H 0.416676 4.188274 2.151623 0.06 0.02 0.08
```
Positions in Å, forces in eV/Å.

Results
**SMILES string**: NP(O)#[PH]C(F)(F)C(F)(F)F.CC(C)O.CC(C)O
**Orbital gap**: 9.47 eV
**E_LUMO**: 0.32 eV
**Strongest force on any atom**: 1.5 eV/A

---

No. 3
Computed, not measured: a 4-piece molecular cluster, C3H14O3 overall, with ωB97M-V with the def2-TZVPD basis set.

The geometry in XYZ format:
```
20
Properties=species:S:1:pos:R:3:forces:R:3
O 0.236850 0.317870 2.841917 0.00 0.33 -0.54
O -1.300481 1.870948 -0.943457 1.19 0.16 0.50
O -2.172858 -0.275773 1.351229 -0.33 0.17 0.26
C 0.001470 -1.032106 -1.817171 0.88 0.01 1.06
C 2.100534 0.003605 -0.746058 0.33 -0.32 -0.22
C 1.297198 -1.255012 -1.001604 0.30 -1.77 -0.83
H 1.166096 -1.863626 -0.099051 -0.52 0.78 0.42
H -0.405344 1.962813 -1.319865 -0.59 0.01 -0.44
H -0.299232 -0.004814 -1.627572 -0.51 -0.26 -0.38
H 1.529028 0.575499 -0.015013 0.40 0.46 0.08
H 1.865285 -2.030391 -1.537909 0.37 0.56 -0.34
H -1.669826 0.179143 0.669637 0.00 -0.38 -0.26
H 3.118735 -0.210611 -0.413085 -0.25 -0.06 0.59
H -0.774398 -1.727693 -1.518116 -0.25 0.06 0.05
H 0.608380 0.591483 1.986896 0.08 -0.20 0.47
H -0.673609 0.643198 2.784837 0.04 -0.13 0.18
H -1.607435 -0.953581 1.736637 0.16 0.06 -0.21
H 2.304069 0.605326 -1.637486 -0.61 0.00 -0.10
H -1.038074 1.948645 -0.014606 -0.60 0.27 0.12
H 0.218835 -1.208097 -2.858608 -0.09 0.27 -0.42
```
Positions in Å, forces in eV/Å.

Results
**SMILES string**: CCC.O.O.O
**Orbital gap**: 11.67 eV
**Energy relative to the best compared isomer or geometry (same formula, charge and spin)**: 19.8 kcal/mol
**E_LUMO**: 0.30 eV
**Strongest force on any atom**: 2.0 eV/A

---

No. 4
Computed, not measured: an isolated ion of composition H2NO4S and charge -1, with ωB97M-V with the def2-TZVPD basis set.

The geometry in XYZ format:
```
8
Properties=species:S:1:pos:R:3:forces:R:3
S -1.112423 -0.138872 0.561954 0.05 -0.16 0.10
O 0.677738 0.238099 -1.271783 0.13 -0.60 -0.41
O -0.475352 -1.438033 0.135004 -0.07 0.05 0.10
O -2.326303 0.153460 -0.208940 0.00 0.10 -0.10
O 1.323781 0.936475 0.923803 -1.38 0.22 -1.49
N 0.185849 0.969547 -0.276183 1.09 0.10 1.82
H 1.315019 0.003902 1.173491 0.02 -0.20 -0.02
H 0.411690 -0.724577 -1.037344 0.16 0.49 0.00
```
Positions in Å, forces in eV/Å.

Results
**Orbital gap**: 8.68 eV
**Total charge**: -1
**Energy relative to the best compared isomer or geometry (same formula, charge and spin)**: 37.9 kcal/mol
**E_LUMO**: 4.10 eV
**Strongest force on any atom**: 2.1 eV/A